Computed, not measured: 31 unconnected molecules or ions with the total composition C26H88IN5O33S in a non-equilibrium geometry, with wB97M-V/def2-TZVPD.

XYZ file:
```
154
Properties=species:S:1:pos:R:3:forces:R:3
C 6.109745 -1.382573 4.138740 1.50 3.97 -5.23
C 6.434994 -0.609412 3.109600 -1.42 -5.29 3.78
C 6.809720 -0.188170 1.589231 -0.91 1.08 0.74
C 5.562900 -0.447456 0.559095 -0.55 0.50 -0.18
N 4.830294 0.726763 0.145556 -0.08 -6.71 -1.35
C 3.807176 0.292030 -0.795463 -1.90 0.91 -1.47
C 2.887688 1.456333 -1.431021 -1.60 -1.07 -1.44
C 3.116633 3.001219 -0.960991 0.65 -0.37 0.75
C 1.888314 3.508220 0.002079 -4.08 -0.39 -4.51
O 0.746285 3.590901 -0.550778 5.09 -0.08 3.22
I 2.160431 3.985688 2.133260 0.08 -0.42 -1.13
C 1.762820 1.213674 -2.490187 2.91 -2.92 2.36
C 1.496824 -0.298789 -2.940916 2.81 0.42 2.73
N 0.409050 -0.470422 -3.976725 4.81 -1.40 -3.67
C 1.004300 -0.954576 -5.076769 -1.40 -5.29 -0.13
O 1.322299 -1.826572 -5.946847 -1.74 6.45 5.13
C 2.329879 -1.492653 -2.327837 -0.28 2.72 0.19
C 2.074240 -3.026189 -2.759764 -0.24 0.49 -0.94
C 0.531586 -3.501789 -2.685794 -0.20 -1.09 -0.22
C 0.133252 -4.305285 -1.335462 -1.30 0.48 -0.80
C -1.501107 -4.175714 -1.199195 -0.22 0.69 0.16
C -1.941971 -2.882809 -0.288353 -0.69 -0.20 -0.29
C -2.689709 -1.727787 -1.171520 0.32 0.45 0.23
C -3.025015 -0.399922 -0.286579 0.98 -1.27 0.71
S -4.093648 0.845351 -1.161736 -1.31 0.02 0.90
C -5.887553 0.603435 -0.801149 -3.29 -1.61 -2.54
N -6.766898 0.263967 -1.920510 1.97 1.17 5.73
N -8.028713 0.179246 -1.399378 0.31 1.10 5.05
C -8.028481 0.447350 0.042463 2.32 -0.58 -5.54
O -6.650131 0.711219 0.399867 -1.07 -0.51 -2.35
C 3.497305 -1.170987 -1.267402 -0.32 0.62 -0.12
N 4.250863 -2.310467 -0.769214 1.92 4.48 2.08
C 5.308567 -1.944102 0.140083 -1.97 0.90 -1.03
C 6.240224 -3.129981 0.730051 0.32 0.36 0.04
C 7.719850 -3.155990 0.013792 0.43 -0.30 -0.23
C 7.704959 -2.571203 -1.494975 0.18 -0.20 0.51
H 5.768476 -1.995028 5.054294 0.81 1.64 -2.00
H 7.015406 0.958450 1.611037 -0.44 -2.16 -0.05
H 7.789215 -0.673366 1.213419 -1.79 0.45 0.91
H 4.073615 3.144831 -0.339201 -1.37 -0.60 -1.10
H 3.221585 3.683762 -1.898904 -0.66 -1.10 1.79
H 1.122673 2.069386 -2.943291 1.33 -1.71 1.01
H 2.713288 -3.794724 -2.190832 -0.84 1.63 -0.61
H 2.408571 -3.105347 -3.877557 -0.52 0.22 1.92
H 0.370727 -4.250711 -3.569367 0.22 1.41 1.44
H -0.246301 -2.669445 -2.833203 1.50 -1.00 0.16
H 0.339749 -5.435697 -1.434871 0.14 2.18 0.27
H 0.675646 -3.796806 -0.458576 -0.94 -1.09 -1.06
H -2.006543 -3.999708 -2.231477 1.14 -0.57 1.64
H -1.985120 -5.133571 -0.769181 0.95 1.61 -0.56
H -0.984250 -2.475662 0.222073 -1.75 -0.47 -0.65
H -2.732032 -3.236266 0.494884 1.65 0.66 -1.19
H -3.673850 -2.109447 -1.629623 1.60 0.39 0.73
H -1.986132 -1.383387 -2.028630 -1.28 -0.58 1.29
H -3.502257 -0.644273 0.729959 0.70 0.26 -1.57
H -2.008146 0.124960 -0.069618 -1.95 -0.58 -0.37
H -8.978380 0.452235 0.720997 2.32 -0.13 -0.96
H 6.464629 -3.004689 1.862789 -0.74 0.08 -1.94
H 5.690090 -4.150219 0.626579 0.89 1.97 -0.19
H 8.510729 -2.581263 0.650652 -1.64 -1.03 -1.08
H 8.091010 -4.262857 0.018897 -0.75 1.97 -0.08
H 7.566069 -1.420069 -1.439945 -0.02 -1.95 -0.29
H 6.836400 -3.086735 -2.072442 1.60 1.14 0.79
H 8.728600 -2.751539 -2.023916 -1.92 0.16 0.95
O -2.972800 -5.248740 1.914795 -0.11 -0.19 0.09
H -2.564981 -4.665322 2.569682 -0.12 -0.15 -0.08
H -3.519980 -5.844664 2.442788 0.27 0.21 0.17
O 1.362588 -3.277992 1.985726 0.33 0.00 0.12
H 1.643669 -3.877167 2.689419 -0.14 0.06 -0.15
H 2.191546 -2.982568 1.584975 -0.16 -0.01 0.00
O -4.160745 -4.387955 -3.063507 -0.35 0.03 -0.23
H -4.665180 -5.163026 -3.343353 0.11 0.11 0.13
H -4.747564 -3.644784 -3.257212 0.11 -0.12 0.03
O -8.131454 2.666604 -3.398911 0.30 0.10 0.11
H -7.841607 2.062675 -2.700735 -0.18 0.05 -0.31
H -7.308131 2.967218 -3.804722 -0.21 -0.04 0.04
O 7.119575 3.569405 1.465724 -0.34 -0.48 -0.27
H 6.609614 2.796815 1.185047 0.06 0.15 -0.08
H 6.537918 4.318842 1.266606 0.22 0.38 0.23
O -3.185645 4.410384 -1.748641 0.07 -0.43 0.25
H -3.531782 3.717532 -1.168291 -0.09 0.03 -0.15
H -2.305371 4.594979 -1.393608 -0.15 0.18 -0.11
O 0.185390 6.915759 3.842989 0.02 -0.40 0.46
H 0.866540 6.276061 3.597685 -0.15 0.20 0.03
H -0.605327 6.599765 3.388792 0.21 0.19 0.05
O -10.358984 -0.904370 1.510052 -0.27 -0.10 0.01
H -10.410020 -1.830141 1.232911 0.01 0.07 0.06
H -11.245066 -0.711211 1.842645 0.21 -0.01 -0.03
O -2.779709 2.092587 -4.370515 0.24 0.26 -0.09
H -3.334008 2.118899 -3.582725 -0.01 -0.09 -0.02
H -2.496518 3.008961 -4.488277 -0.17 -0.14 0.01
O 3.299453 7.551243 1.674390 -0.11 -0.20 0.16
H 3.250803 6.624094 1.406566 0.03 0.25 -0.02
H 2.405586 7.751310 1.987503 0.02 0.03 -0.16
O -1.150427 1.131655 -7.198588 0.17 0.20 0.15
H -1.739013 1.510681 -6.530400 -0.10 -0.17 0.07
H -0.274270 1.188336 -6.796124 -0.17 -0.01 -0.13
O -2.789009 3.501502 -7.985024 -0.04 -0.18 -0.19
H -2.109019 2.856785 -8.229278 -0.04 0.03 0.12
H -3.581225 3.189616 -8.441147 0.13 0.11 0.14
O 0.930751 -7.330238 -2.085565 -0.02 -0.38 0.01
H 0.610732 -8.241622 -2.111793 0.08 0.16 -0.09
H 1.382814 -7.216884 -2.933425 -0.01 -0.18 0.13
O -7.661683 1.687695 3.267939 0.38 0.18 -0.31
H -7.155065 1.488880 2.468773 -0.08 -0.07 0.08
H -7.991207 2.586709 3.119210 -0.16 0.00 0.27
O 0.057983 7.560220 1.213096 -0.35 -0.05 -0.44
H -0.447034 6.784943 0.933903 0.16 0.15 -0.11
H -0.524348 8.304060 1.009652 0.18 -0.08 0.02
O -8.301331 4.394894 4.219815 0.17 0.13 0.23
H -8.880734 4.759960 4.900824 0.03 -0.13 -0.20
H -7.417370 4.455001 4.607971 -0.08 -0.02 -0.09
O 7.493785 3.251388 4.262609 0.15 -0.15 -0.13
H 7.369007 3.257435 3.299976 -0.06 0.11 -0.03
H 8.422278 3.488989 4.379360 -0.26 0.01 0.19
O -5.157393 2.701682 4.764292 0.08 -0.09 -0.16
H -4.476779 2.069013 4.502375 -0.11 0.19 0.10
H -5.956180 2.385824 4.316565 -0.15 -0.17 0.04
O -3.155295 -4.241414 4.702441 -0.18 0.10 0.39
H -2.747140 -3.658060 5.356340 0.00 -0.06 -0.16
H -3.703149 -4.837978 5.230900 0.17 -0.02 -0.09
O -10.412321 -4.172910 2.010191 0.18 0.00 0.21
H -10.750111 -4.863554 2.594716 0.00 0.16 -0.16
H -9.528400 -3.986871 2.354977 -0.11 -0.05 -0.07
O -5.077849 6.652738 -2.472524 0.33 0.10 -0.14
H -4.500694 5.877523 -2.421688 -0.14 -0.03 0.26
H -4.485134 7.397278 -2.305808 -0.19 -0.10 0.02
O 6.074241 6.180810 1.785144 -0.08 -0.13 0.00
H 5.519752 6.208507 2.576489 0.09 0.21 -0.12
H 6.353785 7.097512 1.664652 -0.13 -0.16 0.07
O 0.702233 -7.180936 1.078524 0.18 -0.04 -0.03
H 0.573296 -7.172771 0.120115 0.08 0.12 0.07
H 1.629728 -6.937017 1.190407 -0.21 -0.04 -0.09
O 9.304375 -2.643206 2.874918 0.11 0.14 0.34
H 8.708748 -2.264609 3.537349 -0.05 0.00 -0.16
H 10.177983 -2.581330 3.283013 -0.14 -0.04 -0.14
O 6.656579 7.384655 4.485680 -0.32 0.14 -0.06
H 6.763340 6.449635 4.703624 0.05 0.24 0.17
H 7.196098 7.839741 5.144063 -0.11 -0.20 -0.14
O -5.470325 -6.256661 0.553967 0.09 -0.31 0.31
H -5.816058 -6.947190 1.134127 -0.03 0.14 -0.19
H -4.589460 -6.070173 0.909446 -0.16 0.25 -0.38
O 1.716203 -7.901037 -4.891401 -0.17 0.15 -0.31
H 1.832393 -8.540910 -5.605599 0.05 0.06 0.22
H 1.196357 -7.192535 -5.294613 0.08 -0.11 0.04
O 8.703307 5.715106 5.020201 0.78 -0.14 -0.11
H 8.578850 5.721216 4.060825 -0.05 0.04 0.11
H 9.632604 5.953580 5.136920 -0.19 0.01 0.07
O -5.909279 -3.662206 3.565031 0.09 0.19 0.04
H -5.850663 -2.972211 2.891753 -0.04 -0.22 0.07
H -5.047108 -3.635678 4.003559 -0.02 0.02 -0.18
O -1.646105 6.530235 -2.616326 0.13 -0.20 -0.09
H -0.963932 5.896472 -2.874634 -0.04 0.24 -0.03
H -2.440321 6.217114 -3.069788 0.13 0.09 0.03
```
Forces are in eV/Å.

Properties
Orbital gap in eV: 7.286
Total energy in a.u.: -4495.44712
Net charge: 0

Mulliken atomic charge list, values in e, 99 entries: atom 1 (C): -0.324, atom 2 (C): -0.322, atom 3 (C): 0.646, atom 4 (C): 0.172, atom 5 (N): -0.105, atom 6 (C): -0.002, atom 7 (C): 0.550, atom 8 (C): -0.418, atom 9 (C): 0.242, atom 10 (O): -0.456, atom 11 (I): -0.020, atom 12 (C): -0.479, atom 13 (C): 0.378, atom 14 (N): -0.351, atom 15 (C): 0.614, atom 16 (O): -0.484, atom 17 (C): 0.047, atom 18 (C): -0.701, atom 19 (C): -0.184, atom 20 (C): 0.692, atom 21 (C): -0.717, atom 22 (C): -0.159, atom 23 (C): -0.137, atom 24 (C): -0.734, atom 25 (S): -0.063, atom 26 (C): 0.215, atom 27 (N): -0.266, atom 28 (N): -0.471, atom 29 (C): 0.162, atom 30 (O): -0.200, atom 31 (C): -0.051, atom 32 (N): -0.054, atom 33 (C): -0.031, atom 34 (C): -0.534, atom 35 (C): -0.393, atom 36 (C): -0.834, atom 37 (H): 0.323, atom 38 (H): -0.500, atom 39 (H): 0.160, atom 40 (H): 0.006, atom 41 (H): 0.357, atom 42 (H): 0.273, atom 43 (H): 0.192, atom 44 (H): 0.300, atom 45 (H): 0.126, atom 46 (H): 0.071, atom 47 (H): -0.309, atom 48 (H): -0.063, atom 49 (H): 0.301, atom 50 (H): 0.341, atom 51 (H): 0.177, atom 52 (H): 0.116, atom 53 (H): 0.084, atom 54 (H): 0.100, atom 55 (H): 0.414, atom 56 (H): 0.256, atom 57 (H): 0.398, atom 58 (H): 0.058, atom 59 (H): 0.363, atom 60 (H): 0.107, atom 61 (H): 0.377, atom 62 (H): 0.171, atom 63 (H): 0.199, atom 64 (H): 0.369, atom 65 (O): -0.469, atom 66 (H): 0.229, atom 67 (H): 0.249, atom 68 (O): -0.580, atom 69 (H): 0.289, atom 70 (H): 0.260, atom 71 (O): -0.551, atom 72 (H): 0.260, atom 73 (H): 0.285, atom 74 (O): -0.677, atom 75 (H): 0.341, atom 76 (H): 0.302, atom 77 (O): -0.692, atom 78 (H): 0.395, atom 79 (H): 0.315, atom 80 (O): -0.420, atom 81 (H): 0.240, atom 82 (H): 0.252, atom 83 (O): -0.589, atom 84 (H): 0.231, atom 85 (H): 0.313, atom 86 (O): -0.603, atom 87 (H): 0.308, atom 88 (H): 0.277, atom 89 (O): -0.493, atom 90 (H): 0.215, atom 91 (H): 0.304, atom 92 (O): -0.591, atom 93 (H): 0.245, atom 94 (H): 0.312, atom 95 (O): -0.671, atom 96 (H): 0.363, atom 97 (H): 0.304, atom 98 (O): -0.643, atom 99 (H): 0.341